No. 1
{"formula": "C17H17ClF3NO3", "method": "the ωB97M-V functional and the def2-TZVPD basis", "symbols": ["Cl", "F", "F", "F", "O", "O", "O", "N", "C", "C", "C", "C", "C", "C", "C", "C", "C", "C", "C", "C", "C", "C", "C", "C", "C", "H", "H", "H", "H", "H", "H", "H", "H", "H", "H", "H", "H", "H", "H", "H", "H", "H"], "xyz": [[1.705571, 2.841486, 0.111834], [6.276199, -1.787356, -1.044622], [6.676261, -1.402420, 1.032178], [7.589537, -0.182928, -0.482566], [-0.885855, 1.367444, 0.818968], [-2.524259, -2.813528, -0.275874], [1.992549, -2.347720, 0.535735], [1.616318, -0.096531, 0.467589], [-1.173983, -0.824874, -0.085929], [6.446372, -0.800605, -0.149075], [-2.382337, -1.645943, -0.516711], [-4.029371, 0.219450, -0.252188], [3.069028, 1.776154, 0.043506], [1.242011, -1.403866, 0.604940], [2.891022, 0.395131, 0.225015], [4.320167, 2.315757, -0.193324], [-0.246082, -1.590780, 0.874044], [-3.386425, -0.787479, -1.240120], [-5.354951, -0.349078, 0.256241], [5.432712, 1.496406, -0.261396], [5.267479, 0.130339, -0.091095], [-4.271414, 1.551854, -0.963116], [-1.647120, 0.463735, 0.574092], [4.017751, -0.421222, 0.150481], [-3.095048, 0.451480, 0.956404], [-5.771550, 0.289959, 1.031473], [0.897834, 0.623528, 0.573646], [-3.329036, 2.021394, -1.237746], [-3.353479, 1.383495, 1.460642], [-0.461736, -2.658818, 0.782113], [-4.816191, 2.234481, -0.315095], [3.908364, -1.486083, 0.280145], [-0.616438, -0.566375, -0.994328], [-4.858805, 1.398300, -1.865290], [-5.211292, -1.345515, 0.668049], [-0.443005, -1.298881, 1.909431], [4.421236, 3.380977, -0.325785], [6.409027, 1.914160, -0.446196], [-2.869146, -0.242232, -2.031132], [-4.155618, -1.413903, -1.690803], [-3.220902, -0.376126, 1.661543], [-6.075411, -0.413248, -0.555659]], "atomic_forces_ev_per_a": [[0.0, 0.1, 0.0], [-0.2, -0.1, -0.1], [-0.1, 0.0, 0.2], [0.0, 0.3, -0.1], [0.0, 0.1, 0.1], [0.0, -0.2, 0.1], [0.2, -0.3, 0.0], [-0.3, 0.5, 0.0], [0.4, -0.3, 0.3], [0.2, -0.2, 0.0], [0.0, 0.4, -0.3], [-0.1, 0.1, 0.0], [0.2, -0.1, 0.0], [-0.5, 0.1, 0.1], [0.5, 0.1, -0.1], [-0.1, -0.1, 0.0], [0.0, -0.3, -0.1], [-0.3, -0.2, 0.0], [0.2, 0.1, 0.0], [0.0, -0.2, 0.0], [0.0, 0.2, 0.0], [0.0, -0.2, 0.1], [-0.2, -0.2, -0.1], [0.2, 0.0, 0.0], [-0.2, 0.3, 0.0], [-0.1, 0.1, 0.1], [0.0, -0.3, 0.0], [0.1, 0.1, -0.1], [0.0, -0.1, 0.1], [0.1, 0.2, 0.0], [-0.1, 0.1, 0.1], [0.0, 0.0, 0.0], [-0.1, 0.1, 0.0], [-0.1, 0.0, -0.1], [0.0, -0.1, 0.1], [0.0, 0.0, 0.0], [0.0, 0.1, 0.0], [0.1, 0.0, 0.0], [0.1, 0.0, 0.0], [0.0, 0.0, -0.1], [0.0, -0.1, 0.1], [-0.1, 0.0, -0.1]], "nbo_charge": [0.0217, -0.3222, -0.3239, -0.3246, -0.5477, -0.5162, -0.5876, -0.6448, -0.4567, 0.9649, 0.6197, -0.0055, -0.0464, 0.6924, 0.1372, -0.2158, -0.4871, -0.5261, -0.6055, -0.2205, -0.0678, -0.6068, 0.6446, -0.2353, -0.5287, 0.2127, 0.4422, 0.2116, 0.2428, 0.2716, 0.2142, 0.2756, 0.2625, 0.2152, 0.2174, 0.2308, 0.2316, 0.2354, 0.2288, 0.2416, 0.2404, 0.2145], "homo_lumo_gap_ev": 9.279, "charge": 0, "homo_energy_ev": -8.908, "lumo_ha": 0.0136, "smiles": "CC1(C)CC(=O)C(CC(=O)Nc2cc(C(F)(F)F)ccc2Cl)C(=O)C1", "fmax_ha_per_bohr": 0.011, "total_energy_ha": -1698.3394, "e_above_lowest_kcal_mol": 0.0}

***

No. 2
{"formula": "C26H69Br2FN5O15P", "method": "the ωB97M-V functional and the def2-TZVPD basis", "symbols": ["Br", "Br", "P", "F", "O", "O", "O", "O", "O", "O", "O", "O", "O", "O", "O", "O", "O", "O", "O", "N", "N", "N", "N", "N", "C", "C", "C", "C", "C", "C", "C", "C", "C", "C", "C", "C", "C", "C", "C", "C", "C", "C", "C", "C", "C", "C", "C", "C", "C", "C", "H", "H", "H", "H", "H", "H", "H", "H", "H", "H", "H", "H", "H", "H", "H", "H", "H", "H", "H", "H", "H", "H", "H", "H", "H", "H", "H", "H", "H", "H", "H", "H", "H", "H", "H", "H", "H", "H", "H", "H", "H", "H", "H", "H", "H", "H", "H", "H", "H", "H", "H", "H", "H", "H", "H", "H", "H", "H", "H", "H", "H", "H", "H", "H", "H", "H", "H", "H", "H"], "xyz": [[-0.445425, 3.714983, 1.839266], [-0.162234, 1.205305, -0.499188], [-1.939469, -2.860846, 2.431162], [-4.970353, 3.284477, 1.621841], [-2.446972, -0.222609, -2.289639], [-5.489589, 0.835210, -0.149267], [-0.620927, -2.912764, -2.134138], [-0.700344, -2.128649, 2.188086], [-2.309872, -2.811498, 4.002914], [-1.804041, -4.431333, 2.120163], [-2.479471, -0.423445, 0.317604], [-0.387655, 4.907394, -1.567690], [5.461301, -2.379467, -2.760482], [1.436990, -2.361228, -1.385523], [4.070286, -1.764663, -0.340810], [1.996449, 0.814971, 3.658661], [7.801316, -3.287145, -0.532978], [11.273261, -1.937736, -2.063954], [4.836635, 0.653926, 1.038359], [-5.574538, 5.468945, -1.812190], [-4.405048, 0.879166, 1.904139], [-4.343891, 2.792284, 0.459344], [-4.384426, 5.652681, 0.220476], [-3.291005, 4.751469, -1.656022], [0.396021, 5.192480, -2.720776], [-4.330710, 1.275778, 0.519110], [3.289839, 1.372444, 3.848941], [-4.576176, 4.823625, -0.952679], [11.641787, -2.655637, -0.893152], [-5.393686, -0.158656, 3.873807], [8.130533, -4.015085, 0.646692], [0.705050, -2.797744, -2.266201], [-1.105429, -2.442021, -0.845324], [-3.255347, -1.588054, 0.205287], [-5.571825, 0.151897, 2.366826], [6.348812, -1.796200, -3.705431], [-3.058497, 0.888904, -1.682744], [-2.978681, 0.817540, -0.131207], [-1.656348, 2.139976, 1.747840], [-2.614567, -2.571161, -0.810390], [4.417021, -2.472388, 0.842445], [-1.034040, 1.047160, 2.579712], [-6.671753, 0.068271, 4.700547], [6.141280, 1.198572, 1.196204], [-5.075448, 3.383483, -0.644154], [1.231141, -3.248001, -3.601318], [-1.864365, 1.853900, 0.261302], [-2.513022, -0.121833, -3.697513], [-3.432048, -2.304843, 1.573410], [-2.314026, -1.482556, -4.341751], [-7.554598, 0.176107, 4.079042], [-2.489432, 4.837422, -1.047999], [-2.025902, 2.783001, -0.259481], [6.500570, 1.636961, 0.261598], [-0.774119, -1.420933, -0.720922], [-3.569825, 5.316457, 0.717234], [6.119423, -0.737583, -3.857147], [9.181082, -3.833823, 0.858413], [3.229222, 2.146795, 4.610681], [6.849825, 0.436150, 1.532205], [-0.013642, 5.392631, -0.827772], [-3.542326, 0.454649, 2.204105], [-5.082429, -1.194407, 4.013811], [-0.978795, 1.410791, 3.605349], [-6.462880, 0.762510, 2.288392], [-5.721975, -0.807444, 1.865132], [-0.028899, 4.636074, -3.552397], [1.432192, 4.876819, -2.575981], [3.133367, -1.930010, -0.519640], [-4.027367, -1.717392, 2.264459], [-2.768949, -2.238891, -3.708961], [-4.088140, 0.956973, -2.049531], [-4.941914, 2.821397, -1.559986], [-3.496138, 0.254668, -4.003414], [-3.258861, -2.728513, 4.138556], [6.082192, 1.979596, 1.950801], [4.883589, -0.038417, 0.371433], [2.180469, -3.744352, -3.443668], [-3.173212, 3.871686, -2.138960], [5.551308, -1.910580, -1.924758], [-6.573236, 0.954744, 5.321242], [7.975469, -5.086480, 0.497180], [-5.186362, 5.478524, -2.746701], [0.370229, 6.258790, -2.959314], [-0.615507, -3.047216, -0.092657], [5.474795, -2.295479, 1.042060], [-2.555743, 1.797984, -2.021211], [11.491446, -3.729208, -1.037627], [3.640995, 1.807835, 2.912951], [4.255771, -3.548169, 0.718680], [-2.824835, -1.505132, -5.300625], [-2.991582, -2.313266, -1.796727], [-1.700731, 0.193044, 2.607448], [-2.903617, -3.597274, -0.598223], [-6.134686, 3.445709, -0.392711], [6.223003, -2.322166, -4.649031], [-2.545183, 2.504832, 2.246364], [-1.262912, -1.697537, -4.503109], [-4.281985, -1.427403, -0.124265], [-5.578625, 6.441641, -1.529751], [-5.296191, 0.165817, -0.806748], [7.532907, -3.675743, 1.497380], [1.377301, -2.379744, -4.236928], [6.872353, -3.442169, -0.730820], [10.341629, -2.109374, -2.224573], [12.694670, -2.465927, -0.701321], [11.054255, -2.314051, -0.036250], [-4.005140, -3.204871, 1.349457], [-5.173948, 5.582408, 0.845924], [-1.376193, -4.815943, 2.894238], [-6.816915, -0.755859, 5.394405], [7.389484, -1.894114, -3.382662], [-4.596875, 0.465208, 4.272444], [3.835707, -2.121382, 1.699410], [2.078758, 0.137856, 2.981065], [-1.782528, 0.605392, -4.061873], [0.512628, -3.911553, -4.073285], [-0.032738, 0.769415, 2.296254], [3.993801, 0.603247, 4.179695]], "atomic_forces_ev_per_a": [[-0.2, 0.1, 0.1], [0.0, 0.2, -0.1], [0.7, 0.5, 0.3], [-0.3, -0.1, 0.1], [-0.2, 0.1, 0.1], [-0.1, -0.1, 0.0], [0.3, 0.0, 0.1], [0.0, 0.1, -0.1], [-0.3, -0.1, -0.4], [-0.5, 0.2, 0.1], [-0.9, 0.4, 0.4], [0.1, 0.0, -0.1], [0.3, -0.1, -0.2], [-0.9, -0.4, -0.7], [0.3, 0.0, 0.4], [0.0, 0.0, 0.2], [0.1, 0.0, 0.1], [0.1, 0.0, 0.0], [0.3, 0.2, 0.1], [0.0, -0.2, 0.2], [0.3, -0.1, -0.6], [0.6, -0.5, -0.4], [0.2, 0.1, -0.3], [-0.2, 0.1, 0.2], [0.0, 0.0, 0.2], [-0.8, 0.4, 0.8], [0.0, -0.1, -0.2], [0.5, -0.3, -0.2], [-0.3, 0.1, -0.2], [-0.3, 0.2, -0.1], [-0.2, 0.1, -0.2], [0.8, 0.4, 0.7], [0.3, -0.3, -0.1], [0.2, -1.5, 0.2], [0.3, 0.0, 1.2], [0.0, 0.0, 0.3], [0.0, -0.2, -0.3], [1.1, 0.9, -0.5], [0.8, 0.2, -0.1], [0.1, 0.4, -0.3], [-0.2, -0.1, 0.0], [-0.5, 0.4, 0.8], [0.4, -0.1, 0.3], [-0.3, -0.2, -0.1], [-0.4, 1.1, 0.3], [-0.5, -0.1, 0.2], [0.3, -0.6, 0.3], [-0.2, 0.0, -0.5], [0.2, -0.3, -0.5], [0.0, 0.3, 0.0], [-0.1, -0.1, -0.1], [0.1, 0.2, 0.0], [-0.2, 0.1, -0.1], [0.1, 0.0, 0.0], [-0.1, 0.1, 0.0], [0.0, 0.0, 0.3], [0.0, 0.0, -0.1], [0.0, 0.0, 0.0], [-0.1, 0.0, 0.0], [0.1, 0.0, 0.0], [0.0, -0.1, 0.1], [0.0, -0.1, 0.0], [0.1, -0.1, -0.1], [0.1, 0.0, 0.1], [-0.1, 0.1, -0.4], [-0.3, 0.1, -0.4], [0.0, 0.0, 0.0], [0.0, 0.0, -0.1], [-0.1, 0.1, -0.4], [0.1, 0.1, 0.0], [0.1, -0.2, -0.1], [-0.1, 0.0, 0.0], [-0.1, -0.4, 0.0], [-0.1, 0.1, 0.2], [-0.1, -0.1, 0.3], [0.0, 0.0, 0.0], [-0.4, -0.1, -0.2], [0.2, 0.0, -0.1], [-0.1, 0.0, -0.1], [-0.4, 0.1, 0.0], [-0.1, 0.2, -0.1], [0.0, 0.0, 0.1], [-0.1, -0.1, -0.1], [0.0, 0.0, -0.1], [0.0, 0.0, 0.2], [0.0, 0.0, 0.0], [0.0, 0.2, 0.0], [0.1, 0.0, 0.1], [0.2, 0.1, 0.1], [0.0, 0.0, 0.0], [0.0, 0.0, -0.2], [0.0, -0.1, 0.2], [0.2, -0.4, -0.2], [-0.1, -0.1, 0.1], [-0.1, -0.2, -0.1], [0.0, 0.0, 0.0], [-0.3, 0.1, -0.3], [0.0, -0.2, 0.1], [0.0, 0.4, -0.1], [-0.1, 0.1, 0.0], [0.1, -0.1, -0.1], [0.1, -0.1, 0.1], [0.1, 0.1, 0.0], [0.0, 0.0, -0.2], [-0.1, 0.0, 0.0], [0.0, 0.0, 0.0], [0.1, -0.1, 0.1], [-0.2, -0.1, 0.1], [-0.1, -0.1, 0.1], [0.2, -0.4, -0.1], [-0.2, -0.1, 0.0], [0.0, 0.0, -0.1], [0.1, 0.0, 0.0], [0.1, 0.0, 0.0], [0.0, 0.0, -0.1], [0.1, 0.1, 0.1], [0.0, -0.1, -0.1], [0.0, -0.2, -0.3], [0.1, 0.1, 0.0]], "mulliken_charge": [-0.1540, 0.0124, 0.8552, -0.3615, 0.2160, -0.6769, -0.3595, -0.3757, -0.5955, -0.5220, 0.3823, -0.3059, -0.3736, -0.6503, -0.2785, -0.4330, -0.4075, -0.5192, -0.2886, -0.7085, -0.0389, 0.9947, -0.7813, -0.5429, -0.6868, -0.1457, -0.5516, 0.6452, -0.4647, 0.0931, -0.5814, 0.8400, -0.0968, 0.7717, -0.9885, -0.3678, -2.8734, 0.9587, -0.0168, -1.0011, -0.5042, -0.2783, -1.3483, -0.6977, -0.6803, -1.2347, -1.0644, -0.5664, -0.4186, -1.0533, 0.3751, 0.1554, 0.0844, 0.3076, -0.2755, 0.2866, 0.2709, 0.1775, 0.3286, 0.2864, 0.1900, 0.1332, 0.0079, 0.5956, 0.7296, 0.1536, 0.2161, 0.2613, 0.3357, -0.5001, 0.3227, 1.1033, 0.0567, 0.3884, 0.3353, 0.2167, 0.1921, 0.3849, 0.2853, 0.1966, 0.3029, 0.2913, 0.3402, 0.2875, 0.8232, 0.0976, 0.3570, 0.2280, 0.1334, 0.3338, 0.4644, -0.2870, -0.3944, 0.5055, 0.3143, 0.2411, 0.4817, 0.0965, -0.0130, 0.3735, 0.5702, 0.2731, 0.2507, 0.2277, 0.3035, 0.2834, 0.1642, 0.7278, 0.3054, 0.3508, 0.3733, 0.0202, 0.3531, 0.2184, 0.2220, 0.3476, 0.3408, 0.0480, 0.2650], "homo_lumo_gap_ev": 9.089, "charge": 0, "homo_energy_ev": -9.015, "lumo_ha": 0.0027, "smiles": "CCCN[C@@](O)(N(F)CC(N)(N)N)[C@](COCC)(O[C@@H](CCOC(C)=O)CP(=O)(O)O)[C@H](Br)[C@@H](C)Br.CO.CO.CO.CO.CO.CO.CO", "fmax_ha_per_bohr": 0.029, "total_energy_ha": -8023.5786}